[1]
{"formula": "C16H24N4O2S2", "method": "wB97M-V/def2-TZVPD", "max_force_ev_per_a": 17.45, "lumo_energy_ev": 0.39, "total_charge": 0, "mol_weight_da": 368.53, "de_lowest_kj_mol": 1336.99, "orbital_gap_ev": 8.10, "elements": ["S", "S", "O", "O", "N", "N", "N", "N", "C", "C", "C", "C", "C", "C", "C", "C", "C", "C", "C", "C", "C", "C", "C", "C", "H", "H", "H", "H", "H", "H", "H", "H", "H", "H", "H", "H", "H", "H", "H", "H", "H", "H", "H", "H", "H", "H", "H", "H"], "positions_angstrom": [[3.72834, -2.64741, -0.41842], [0.14495, 1.97725, -0.45031], [2.36354, 2.43116, -2.63779], [-2.56756, 3.20289, 1.48012], [-0.27391, -1.92243, -0.47398], [-2.67830, 0.67394, 1.32346], [1.34396, -0.37730, -0.63284], [-0.80865, -0.72299, -0.34375], [0.13031, 0.38736, -0.54419], [0.99189, -1.51497, -0.65505], [-2.45746, 2.09091, 0.93296], [3.10293, 0.32239, -2.34796], [1.88713, -2.81635, -0.36160], [1.78444, 3.37717, -3.43206], [-2.99194, 0.41586, 2.61339], [3.78460, -4.24547, -0.40282], [1.40519, -4.10453, -0.50270], [-2.03016, 0.65539, 3.63389], [2.59108, 0.25568, -0.79788], [2.30939, 1.13259, -3.12052], [-3.08449, -1.14020, 2.45181], [-1.82117, 2.13715, -0.42603], [-4.35888, 0.92536, 2.93944], [2.65551, -4.96709, -0.30337], [1.18055, 0.93509, -3.05650], [-1.04480, 0.27741, 3.24122], [-2.20891, 3.00202, -0.97403], [-3.26420, -1.50454, 3.67428], [0.40775, -4.36712, -0.47929], [2.45453, -6.07730, -0.20946], [-4.47428, 0.57700, 4.04938], [2.73909, 0.80908, -4.19703], [4.56805, -4.92729, -0.28710], [-4.00028, -1.51931, 1.65324], [-2.22807, 0.50565, 4.50129], [3.23205, -0.75605, -2.51895], [3.45880, -0.15043, -0.05939], [-2.10372, 1.45411, -1.07411], [4.40069, 0.67570, -2.14015], [0.68761, 3.25239, -3.43716], [1.92591, 4.51587, -3.12828], [-2.10662, 0.10426, 0.64422], [2.63074, 1.47871, -0.52906], [-1.88783, 1.82786, 3.66423], [-4.24032, 2.20228, 3.02980], [-2.23399, -1.74798, 2.36403], [-4.99762, 0.55190, 2.26250], [1.95414, 3.35434, -4.51749]], "nbo_charge": [0.427, 0.353, -0.539, -0.596, -0.252, -0.679, -0.386, -0.332, -0.015, 0.349, 0.661, -0.405, -0.178, -0.260, 0.047, -0.513, -0.231, -0.576, -0.272, -0.132, -0.584, -0.519, -0.575, -0.220, 0.193, 0.208, 0.248, 0.180, 0.247, 0.229, 0.204, 0.199, 0.251, 0.219, 0.190, 0.245, 0.244, 0.217, 0.218, 0.162, 0.204, 0.462, 0.266, 0.212, 0.229, 0.219, 0.205, 0.177]}

***

[2]
{"formula": "C16H24N4O4", "method": "wB97M-V/def2-TZVPD", "max_force_ev_per_a": 1.83, "lumo_energy_ev": 0.22, "total_charge": 0, "mol_weight_da": 336.39, "de_lowest_kj_mol": 170.98, "orbital_gap_ev": 8.13, "smiles": "CC(=O)Nc1ccc(NC(C)=O)cc1.CNC(=O)[C@H](C)NC(C)=O", "elements": ["O", "O", "O", "O", "N", "N", "N", "N", "C", "C", "C", "C", "C", "C", "C", "C", "C", "C", "C", "C", "C", "C", "C", "C", "H", "H", "H", "H", "H", "H", "H", "H", "H", "H", "H", "H", "H", "H", "H", "H", "H", "H", "H", "H", "H", "H", "H", "H"], "positions_angstrom": [[-3.85770, -1.06656, 5.29793], [4.52103, -0.06934, 3.17443], [-0.00477, 1.52741, -0.39302], [-2.45026, 2.10072, -4.02128], [-1.33309, 0.20134, -3.57578], [0.80818, 1.99471, -2.35997], [-1.78902, -0.75963, 4.65769], [2.90755, -0.38355, 1.57201], [4.20978, -0.17691, 1.99796], [1.75175, -0.46181, 2.35728], [-2.08105, 0.62772, -5.84174], [-1.21532, 0.40736, -2.12880], [-0.09497, 1.35462, -1.60158], [0.40110, 0.11136, 4.29808], [1.01717, 2.02350, -3.80652], [-3.08812, -1.10696, 4.35290], [-1.13834, -0.97847, -1.47042], [0.69526, -1.24906, 1.89233], [1.58853, 0.22458, 3.56796], [-0.48805, -1.37334, 2.62904], [-3.63722, -1.44352, 2.97345], [-0.65512, -0.68252, 3.84005], [-1.97417, 1.03792, -4.39144], [5.31480, -0.14534, 0.95643], [-3.38791, -2.47349, 2.70886], [-1.24853, -2.03606, 2.24137], [1.07506, 1.01203, -4.20872], [-1.68779, -0.43123, 5.61314], [-2.60114, -0.32570, -5.91115], [2.79721, -0.58919, 0.58652], [-0.18953, -1.45641, -1.71533], [-2.14950, 0.86302, -1.79435], [0.79740, -1.79055, 0.95873], [-1.08557, 0.54469, -6.27310], [-0.97177, -0.65463, -3.95954], [1.41382, 2.58683, -1.81119], [1.95421, 2.53672, -4.02817], [6.28150, 0.03581, 1.43513], [5.12616, 0.65501, 0.23681], [-4.72578, -1.34052, 2.97316], [-2.64863, 1.38814, -6.37803], [0.20737, 2.57562, -4.28777], [2.37924, 0.86114, 3.95168], [0.30807, 0.65634, 5.23192], [-3.22986, -0.75917, 2.22516], [5.35780, -1.10122, 0.42839], [-1.21507, -0.86828, -0.38813], [-1.96471, -1.60311, -1.81240]], "nbo_charge": [-0.613, -0.606, -0.637, -0.629, -0.620, -0.607, -0.604, -0.612, 0.678, 0.130, -0.710, -0.135, 0.665, -0.217, -0.415, 0.679, -0.608, -0.213, -0.200, -0.208, -0.711, 0.122, 0.675, -0.708, 0.230, 0.207, 0.193, 0.417, 0.225, 0.396, 0.197, 0.248, 0.203, 0.222, 0.394, 0.408, 0.212, 0.248, 0.223, 0.250, 0.248, 0.211, 0.244, 0.212, 0.230, 0.224, 0.245, 0.217]}

***

[3]
{"formula": "C16H24N8", "method": "wB97M-V/def2-TZVPD", "max_force_ev_per_a": 6.23, "lumo_energy_ev": 0.12, "total_charge": 0, "mol_weight_da": 328.42, "de_lowest_kj_mol": 619.87, "orbital_gap_ev": 9.86, "smiles": "CC#N.CC#N.CC#N.CC#N.CC#N.CC#N.CC#N.CC#N", "elements": ["N", "N", "N", "N", "N", "N", "N", "N", "C", "C", "C", "C", "C", "C", "C", "C", "C", "C", "C", "C", "C", "C", "C", "C", "H", "H", "H", "H", "H", "H", "H", "H", "H", "H", "H", "H", "H", "H", "H", "H", "H", "H", "H", "H", "H", "H", "H", "H"], "positions_angstrom": [[-0.31741, 13.65682, -8.14290], [-0.47916, 11.44074, -5.17757], [-1.89510, 17.17650, -7.90093], [5.51290, 9.55926, -11.32969], [3.23433, 11.09644, -13.11922], [0.77748, 15.32978, -11.16202], [3.39833, 14.36696, -7.31529], [2.75844, 12.34255, -10.13148], [0.15441, 16.33825, -6.59705], [2.03021, 14.59648, -9.00702], [1.54946, 12.60077, -6.40717], [1.08812, 11.88011, -11.79987], [-1.98469, 13.13052, -6.26124], [2.40379, 13.31298, -9.62930], [4.72306, 13.18476, -5.42785], [0.24465, 17.40800, -12.78541], [4.99314, 12.11677, -11.01220], [3.98261, 13.85165, -6.47207], [0.37750, 11.97967, -5.73850], [2.30483, 11.44138, -12.50647], [0.54418, 16.24625, -11.87295], [5.28872, 10.69966, -11.18565], [-1.06752, 13.43135, -7.31726], [-0.99548, 16.80508, -7.30298], [1.17013, 11.71994, -10.72482], [0.31207, 15.28238, -6.81704], [1.36120, 14.50829, -8.15099], [2.90557, 15.21588, -8.81160], [-1.53838, 13.52044, -5.34644], [4.02851, 12.34059, -11.46772], [1.86378, 12.08951, -7.31707], [0.34202, 11.26293, -12.30039], [0.09959, 16.46524, -5.51586], [1.01812, 17.43003, -13.55310], [5.79875, 12.66334, -11.50245], [2.35759, 12.63445, -5.67648], [5.56199, 12.64251, -5.86405], [5.00425, 13.77227, -4.55386], [-0.69445, 17.19305, -13.29528], [1.37842, 13.62465, -6.73963], [0.30698, 18.30083, -12.16326], [1.04686, 16.82656, -6.98842], [1.47462, 15.12148, -9.78406], [4.10824, 12.34613, -5.10104], [4.96094, 12.29026, -9.93658], [-2.98047, 13.54283, -6.42404], [-1.98353, 12.06031, -6.05445], [1.01412, 12.90369, -12.16718]], "nbo_charge": [-0.400, -0.376, -0.328, -0.369, -0.373, -0.397, -0.403, -0.482, -0.729, -0.741, -0.732, -0.715, -0.748, 0.399, -0.735, -0.708, -0.721, 0.352, 0.316, 0.311, 0.363, 0.316, 0.354, 0.287, 0.284, 0.253, 0.249, 0.261, 0.255, 0.292, 0.283, 0.236, 0.251, 0.257, 0.235, 0.227, 0.272, 0.267, 0.262, 0.273, 0.261, 0.260, 0.275, 0.252, 0.237, 0.258, 0.302, 0.256]}

***

[4]
{"formula": "C16H24O5", "method": "wB97M-V/def2-TZVPD", "max_force_ev_per_a": 1.43, "lumo_energy_ev": 0.80, "total_charge": 0, "mol_weight_da": 296.36, "de_lowest_kj_mol": 124.37, "orbital_gap_ev": 10.22, "smiles": "COC(C[C@@H]1O[C@@H]1[C@@H](O)[C@@H](C)OCc1ccccc1)OC", "elements": ["O", "O", "O", "O", "O", "C", "C", "C", "C", "C", "C", "C", "C", "C", "C", "C", "C", "C", "C", "C", "C", "H", "H", "H", "H", "H", "H", "H", "H", "H", "H", "H", "H", "H", "H", "H", "H", "H", "H", "H", "H", "H", "H", "H", "H"], "positions_angstrom": [[4.55596, -0.73734, -0.68425], [0.55331, -2.17776, -0.15008], [0.76910, 0.39297, -2.43823], [3.62853, -0.32412, 1.41189], [-1.76446, -1.14851, 0.51578], [-2.96947, 2.05724, 1.24534], [-2.23863, -0.20549, -1.69889], [-4.02200, 2.91252, 0.96612], [0.77361, -0.99002, -2.21416], [2.30165, 0.24026, -0.45752], [-2.03862, -0.26256, 1.58383], [-0.18591, -1.58984, -1.19457], [-4.45167, 0.18172, 1.07575], [5.25548, 0.49043, -0.78081], [-5.50130, 1.03529, 0.79124], [3.38113, -0.70431, 0.08493], [-1.19419, -0.55249, -0.64372], [4.35931, -1.28126, 2.14891], [-5.28828, 2.40326, 0.73753], [-3.17671, 0.68631, 1.30448], [1.92683, -0.14571, -1.86598], [-1.98117, 2.45929, 1.41903], [3.00776, -1.73973, 0.03978], [2.77754, -0.19243, -2.54465], [5.32534, -1.48939, 1.67978], [3.79466, -2.21663, 2.22996], [-0.65491, 0.35940, -0.35700], [-1.73751, 0.17906, -2.58206], [5.27958, 1.00247, 0.18455], [-0.07559, -2.29856, 0.57835], [-6.48818, 0.63444, 0.61261], [-4.60865, -0.88621, 1.11232], [-2.92185, 0.55110, -1.32262], [4.80688, 1.14877, -1.53153], [2.67189, 1.26686, -0.44049], [-2.29752, -0.91744, 2.42255], [-0.76814, -2.37737, -1.70210], [1.44813, 0.17158, 0.21162], [6.26931, 0.23704, -1.08616], [-1.13280, 0.30496, 1.84534], [-2.80926, -1.09316, -1.96094], [4.51286, -0.85342, 3.13742], [-3.85083, 3.97802, 0.92343], [0.86698, -1.57979, -3.12372], [-6.10819, 3.07057, 0.51691]], "nbo_charge": [-0.550, -0.728, -0.491, -0.549, -0.557, -0.244, -0.640, -0.196, 0.051, -0.473, -0.093, 0.065, -0.230, -0.269, -0.205, 0.380, 0.075, -0.253, -0.215, 0.025, 0.076, 0.212, 0.181, 0.187, 0.178, 0.170, 0.181, 0.227, 0.186, 0.488, 0.214, 0.217, 0.224, 0.166, 0.218, 0.199, 0.164, 0.232, 0.194, 0.173, 0.208, 0.192, 0.213, 0.183, 0.215]}